Record 1
Below is one molecule with the formula C4H10O, with properties calculated with ωB97M-V with the def2-TZVPD basis set.

Last column: natural (NBO) charge in e.
Element x y z (Å)
C: -0.64 -1.49 1.20  -0.6080
C: -0.85 -0.29 0.29  -0.4088
C: 0.36 -0.01 -0.60  0.0983
C: 0.20 1.26 -1.44  -0.6284
O: 1.48 0.09 0.27  -0.7264
H: 0.25 -1.34 1.82  0.2238
H: -0.49 -2.41 0.62  0.1981
H: -1.50 -1.65 1.85  0.2066
H: -1.73 -0.43 -0.36  0.2022
H: -1.05 0.61 0.89  0.2004
H: 0.50 -0.87 -1.27  0.1491
H: -0.41 1.09 -2.33  0.2113
H: -0.25 2.07 -0.85  0.2099
H: 1.19 1.61 -1.77  0.2057
H: 2.28 0.10 -0.28  0.4664

Values from the calculation:
Highest occupied orbital energy (eV): -10.275
SMILES: CC[C@@H](C)O
Frontier orbital gap (eV): 11.28
Relative energy (zero: lowest compared OMol25 entry of this formula, charge and spin) (kJ/mol): 16.69

Record 2
Below is a 2-piece molecular cluster, C4H10O overall, with properties calculated with ωB97M-V with the def2-TZVPD basis set.

Last column: natural (NBO) charge in e.
Element x y z (Å)
C: -0.97 -0.41 -0.80  -0.4379
C: 0.15 0.25 -0.51  0.0218
C: 0.13 1.62 0.11  -0.6472
C: 1.51 -0.32 -0.82  -0.6491
H: -0.95 -1.40 -1.26  0.2071
H: -1.95 0.02 -0.59  0.1966
H: 0.84 1.70 0.94  0.2168
H: -0.86 1.88 0.49  0.2166
H: 0.42 2.37 -0.63  0.2213
H: 1.96 0.21 -1.67  0.2216
H: 2.20 -0.21 0.02  0.2161
H: 1.46 -1.39 -1.07  0.2204
O: -1.21 -1.79 1.81  -0.9441
H: -0.64 -1.29 1.21  0.4781
H: -2.03 -1.28 1.78  0.4618

Values from the calculation:
Highest occupied orbital energy (eV): -9.649
SMILES: C=C(C)C.O
Frontier orbital gap (eV): 10.53
Relative energy (zero: lowest compared OMol25 entry of this formula, charge and spin) (kJ/mol): 63.97

Record 3
Below is a 2-piece molecular cluster, C4H10O overall at a distorted geometry, with properties calculated with ωB97M-V with the def2-TZVPD basis set.

Last column: natural (NBO) charge in e.
Element x y z (Å)
C: 0.73 2.49 0.73  -0.4384
C: 1.32 1.31 1.06  -0.1728
C: 0.99 -0.06 0.49  -0.4870
C: 0.63 -0.05 -0.99  -0.6215
H: 1.15 3.46 1.13  0.2153
H: -0.23 2.37 0.03  0.1911
H: 1.86 1.47 2.01  0.2025
H: 1.96 -0.40 0.59  0.2320
H: 0.14 -0.20 1.18  0.2385
H: 1.53 0.21 -1.64  0.2113
H: 0.53 -1.00 -1.43  0.2163
H: -0.18 0.66 -1.32  0.2126
O: -3.59 -3.54 -0.99  -0.9462
H: -2.64 -3.41 -0.64  0.4732
H: -4.20 -3.31 -0.20  0.4731

Values from the calculation:
Highest occupied orbital energy (eV): -9.228
SMILES: C=CCC.O
Frontier orbital gap (eV): 9.88
Relative energy (zero: lowest compared OMol25 entry of this formula, charge and spin) (kJ/mol): 261.13

Record 4
Below is a 2-piece molecular cluster, C4H10O overall at a distorted geometry, with properties calculated with ωB97M-V with the def2-TZVPD basis set.

Last column: natural (NBO) charge in e.
Element x y z (Å)
C: -0.75 -1.75 -1.04  -0.5947
C: -0.67 -0.60 -0.04  -0.4744
C: 0.63 0.16 -0.20  0.0958
C: 0.20 1.92 0.81  -0.7471
O: 1.59 -0.39 0.60  -0.6976
H: 0.11 -2.42 -0.92  0.2086
H: -0.72 -1.36 -2.06  0.2069
H: -1.66 -2.34 -0.92  0.2076
H: -1.49 0.09 -0.22  0.2117
H: -0.77 -0.98 0.98  0.1965
H: 0.63 1.29 -0.42  0.2722
H: -0.66 2.51 0.47  0.2086
H: 0.01 1.36 1.71  0.2199
H: 1.10 2.55 0.91  0.2047
H: 2.45 -0.04 0.33  0.4813

Values from the calculation:
Highest occupied orbital energy (eV): -7.575
Frontier orbital gap (eV): 8.54
Relative energy (zero: lowest compared OMol25 entry of this formula, charge and spin) (kJ/mol): 370.55

Record 5
Below is one molecule with the formula C4H10O, with properties calculated with ωB97M-V with the def2-TZVPD basis set.

Last column: natural (NBO) charge in e.
Element x y z (Å)
C: -1.30 0.12 1.53  -0.6084
C: -0.39 0.75 0.48  -0.4095
C: -0.06 -0.25 -0.63  0.0996
C: 0.94 0.26 -1.67  -0.6267
O: 0.45 -1.41 0.02  -0.7275
H: -0.84 -0.80 1.92  0.2257
H: -2.27 -0.16 1.09  0.1977
H: -1.50 0.79 2.37  0.2066
H: -0.86 1.64 0.04  0.2021
H: 0.54 1.08 0.95  0.2010
H: -1.01 -0.49 -1.14  0.1482
H: 0.49 0.95 -2.38  0.2113
H: 1.80 0.74 -1.19  0.2110
H: 1.32 -0.60 -2.24  0.2028
H: 0.56 -2.09 -0.65  0.4661

Values from the calculation:
Highest occupied orbital energy (eV): -10.256
SMILES: CC[C@@H](C)O
Frontier orbital gap (eV): 11.26
Relative energy (zero: lowest compared OMol25 entry of this formula, charge and spin) (kJ/mol): 17.27

Record 6
Below is one molecule with the formula C4H10O, with properties calculated with ωB97M-V with the def2-TZVPD basis set.

Last column: natural (NBO) charge in e.
Element x y z (Å)
C: -1.42 0.48 1.30  -0.6069
C: -0.54 0.79 0.09  -0.4108
C: 0.23 -0.46 -0.34  0.0996
C: 1.34 -0.20 -1.36  -0.6260
O: 0.80 -1.00 0.85  -0.7299
H: -0.80 0.12 2.13  0.2265
H: -2.14 -0.31 1.06  0.1976
H: -1.98 1.36 1.64  0.2055
H: -1.15 1.14 -0.76  0.2024
H: 0.17 1.60 0.32  0.1993
H: -0.49 -1.17 -0.76  0.1495
H: 0.94 0.06 -2.35  0.2105
H: 2.00 0.60 -1.02  0.2111
H: 1.94 -1.11 -1.48  0.2038
H: 1.10 -1.89 0.66  0.4677

Values from the calculation:
Highest occupied orbital energy (eV): -10.273
SMILES: CC[C@@H](C)O
Frontier orbital gap (eV): 11.26
Relative energy (zero: lowest compared OMol25 entry of this formula, charge and spin) (kJ/mol): 18.75

Record 7
Below is a 2-piece molecular cluster, C4H10O overall, with properties calculated with ωB97M-V with the def2-TZVPD basis set.

Last column: natural (NBO) charge in e.
Element x y z (Å)
C: 0.51 -1.15 -0.99  -0.4537
C: -0.31 -0.45 -0.21  0.0441
C: -0.54 -0.80 1.24  -0.6543
C: -1.08 0.75 -0.71  -0.6540
H: 0.65 -0.89 -2.04  0.1980
H: 1.04 -2.02 -0.62  0.2004
H: 0.16 -1.57 1.58  0.2170
H: -0.41 0.09 1.87  0.2295
H: -1.56 -1.17 1.40  0.2184
H: -2.15 0.53 -0.76  0.2217
H: -0.95 1.59 -0.02  0.2211
H: -0.75 1.06 -1.70  0.2135
O: 1.89 1.39 0.71  -0.9465
H: 1.76 0.57 0.22  0.4808
H: 1.72 2.07 0.04  0.4639

Values from the calculation:
Highest occupied orbital energy (eV): -9.609
SMILES: C=C(C)C.O
Frontier orbital gap (eV): 10.50
Relative energy (zero: lowest compared OMol25 entry of this formula, charge and spin) (kJ/mol): 56.92

Record 8
Below is a 3-piece molecular cluster, C4H10O overall, with properties calculated with ωB97M-V with the def2-TZVPD basis set.

Last column: natural (NBO) charge in e.
Element x y z (Å)
H: -0.58 -0.19 -1.57  -0.0329
H: 0.11 -0.36 -1.31  0.0359
C: -2.02 -0.03 0.62  -0.7283
C: -1.12 1.10 0.20  0.4460
O: -0.13 1.44 0.80  -0.5415
H: -2.65 -0.39 -0.20  0.2205
H: -2.67 0.35 1.42  0.2422
H: -1.43 -0.86 1.02  0.2371
H: -1.45 1.67 -0.70  0.1117
C: 2.02 -0.06 0.49  -0.3410
C: 1.97 -0.85 -0.58  -0.4455
H: 1.71 -0.41 1.47  0.1968
H: 2.34 0.97 0.42  0.2038
H: 1.62 -1.88 -0.53  0.1964
H: 2.28 -0.49 -1.56  0.1987

Values from the calculation:
Highest occupied orbital energy (eV): -9.728
SMILES: [H][H].CC=O.C=C
Frontier orbital gap (eV): 10.87
Relative energy (zero: lowest compared OMol25 entry of this formula, charge and spin) (kJ/mol): 263.63